[1]
Molecular formula: C25H46O21
Method: DFT, ωB97M-V with the def2-TZVPD basis set

Geometry as XYZ:
```
92
Properties=species:S:1:pos:R:3:forces:R:3
C -10.950 -13.707 -6.180 0.53 1.15 -0.77
C -11.235 -13.511 -7.742 1.21 2.01 2.71
C -10.818 -14.619 -8.598 0.98 -0.66 -0.44
O -12.040 -14.966 -9.231 3.23 -3.96 -2.42
C -13.025 -14.289 -8.844 -4.15 2.24 0.53
O -14.172 -14.362 -9.230 1.45 -0.11 0.51
O -12.584 -13.387 -7.959 -2.96 0.49 1.09
H -11.415 -12.899 -5.616 -0.98 -0.43 -0.09
H -9.950 -13.517 -5.792 0.75 -0.08 -1.06
H -11.131 -14.712 -5.799 -0.79 0.09 -0.28
H -10.926 -12.575 -8.206 1.21 0.25 0.94
H -10.381 -15.410 -7.989 -0.32 -0.51 -0.46
H -10.083 -14.259 -9.318 -0.14 -0.48 -0.29
C -1.978 -12.363 -14.124 1.37 -2.03 0.70
C -0.911 -13.075 -15.040 -0.66 0.76 0.78
O -1.699 -13.738 -15.995 -0.60 -1.87 -2.13
C -1.933 -15.076 -15.995 -1.02 -0.94 0.72
O -1.568 -15.920 -15.192 0.00 1.56 -1.15
O -2.827 -15.345 -17.013 0.73 0.33 0.77
C -3.385 -16.685 -17.179 0.91 0.40 -0.01
H -2.767 -11.768 -14.584 0.83 0.47 -0.33
H -1.451 -11.970 -13.255 -0.29 0.80 -0.17
H -2.543 -13.191 -13.694 -0.08 -0.23 0.10
H -0.205 -13.777 -14.597 -0.59 -0.17 0.86
H -0.219 -12.393 -15.533 -0.52 0.31 -0.47
H -4.323 -16.511 -17.707 0.04 -0.15 0.31
H -3.472 -17.260 -16.258 -0.27 0.53 0.21
H -2.729 -17.286 -17.809 0.10 0.22 -0.18
C -6.004 -11.554 -6.102 0.99 -0.59 0.35
C -5.148 -11.176 -4.895 -0.64 0.59 -0.27
O -5.739 -11.869 -3.780 0.68 -1.02 2.30
C -5.036 -12.384 -2.671 1.86 -0.41 -1.52
O -3.792 -12.356 -2.569 -4.64 0.04 0.16
O -5.890 -13.052 -1.792 3.86 1.18 -0.31
C -7.205 -13.366 -2.079 -1.33 1.46 -0.81
H -5.981 -12.637 -6.222 -0.20 -0.07 0.01
H -5.512 -11.154 -6.989 -0.43 0.30 -0.11
H -7.029 -11.217 -5.948 0.12 0.06 -0.30
H -5.315 -10.108 -4.760 0.17 0.09 0.47
H -4.076 -11.297 -5.049 -0.10 -0.64 0.37
H -7.272 -14.281 -2.668 -0.21 0.07 0.09
H -7.593 -12.483 -2.588 -0.54 -0.46 -0.61
H -7.792 -13.371 -1.160 0.41 -0.61 0.18
C -5.920 -9.695 -21.902 -0.69 -1.32 -0.10
C -6.270 -9.379 -23.347 2.46 1.43 -0.44
O -7.520 -9.872 -23.699 -0.90 -0.84 0.40
C -8.148 -9.425 -24.779 -1.25 -0.18 0.29
O -7.961 -8.478 -25.460 1.50 1.72 -0.66
O -9.195 -10.202 -24.964 0.16 -1.98 1.22
C -10.215 -9.886 -25.832 -1.85 -0.21 -1.21
H -6.522 -9.114 -21.205 0.05 -0.25 0.06
H -4.887 -9.767 -21.560 0.30 1.12 -0.69
H -6.111 -10.766 -21.839 -0.86 -0.14 0.50
H -5.535 -9.825 -24.017 0.15 -0.21 0.00
H -6.202 -8.312 -23.562 -0.25 0.15 0.09
H -10.807 -10.788 -25.984 0.23 -0.32 0.25
H -9.953 -9.606 -26.853 0.57 0.50 0.30
H -10.943 -9.205 -25.393 0.38 0.53 -0.01
C -11.389 -9.154 -14.832 -0.46 0.62 0.21
O -11.667 -10.140 -15.817 0.21 -0.88 -1.19
C -12.685 -10.098 -16.747 -0.29 0.69 2.33
O -13.709 -9.481 -16.592 0.44 0.11 -0.55
O -12.397 -10.949 -17.704 0.92 -0.28 -1.50
C -13.253 -11.044 -18.889 -0.82 0.17 1.28
H -11.236 -9.572 -13.837 -0.46 -0.66 -0.18
H -12.193 -8.421 -14.763 0.07 0.05 -0.15
H -10.425 -8.682 -15.023 -0.15 0.15 -0.59
H -13.427 -10.101 -19.406 0.48 0.19 0.28
H -14.221 -11.347 -18.490 -0.09 -0.25 -0.41
H -12.839 -11.778 -19.580 0.18 0.07 0.47
C -10.447 -19.193 -13.577 -0.47 0.23 2.55
O -10.381 -19.780 -14.824 1.41 -1.01 -1.50
C -9.508 -20.839 -14.994 -0.96 -1.24 1.09
O -9.131 -21.613 -14.121 -0.46 2.19 -1.80
O -9.261 -21.060 -16.296 0.03 0.25 0.02
C -9.826 -20.255 -17.340 0.17 1.10 -0.47
H -9.778 -18.349 -13.410 0.16 0.09 -0.61
H -10.229 -19.886 -12.764 0.15 -0.35 -0.21
H -11.463 -18.861 -13.364 -0.04 0.09 -0.46
H -10.906 -20.345 -17.457 0.12 -0.41 0.22
H -9.312 -20.441 -18.284 -0.07 -1.05 0.22
H -9.614 -19.187 -17.280 -0.03 0.12 0.97
O -7.317 -12.216 -13.047 -0.64 -1.26 -3.51
C -7.470 -12.599 -14.203 1.06 1.34 0.55
O -6.904 -11.989 -15.333 0.26 1.16 2.14
C -7.160 -12.680 -16.509 0.96 -0.36 -1.23
C -8.050 -13.787 -16.062 -1.60 -0.52 -0.90
O -8.163 -13.648 -14.664 -0.03 -0.43 1.48
H -7.594 -12.091 -17.317 -0.44 0.54 0.53
H -6.237 -13.019 -16.981 0.39 -0.23 0.49
H -7.753 -14.795 -16.349 0.23 0.07 0.33
H -9.036 -13.601 -16.487 -0.21 -0.31 0.14
```
Positions in Å, forces in eV/Å.

Values from the calculation:
HOMO-LUMO gap, eV: 10.74
Strongest force on any atom, eV Å⁻¹: 5.652
Highest occupied orbital energy, eV: -10.81
Relative energy (zero: lowest compared OMol25 entry of this formula, charge and spin), kcal per mole: 15.2

Here are the Löwdin charges for atoms 1 to 4, given in e: 0.008 -0.336 -0.083 0.134

***

[2]
Molecular formula: C25H47AsO6P2PdS2Si3
Method: DFT, ωB97M-V with the def2-TZVPD basis set

Geometry as XYZ:
```
87
Properties=species:S:1:pos:R:3:forces:R:3
Pd 0.007 1.122 -0.571 -0.47 0.56 -0.32
C 2.357 3.538 -0.716 0.10 0.09 -0.03
P 1.468 2.371 -1.818 -0.18 -0.26 0.34
C 2.841 1.976 -2.962 -0.03 -0.11 -0.04
C 0.443 3.558 -2.801 -0.04 -0.06 -0.03
C 0.814 4.022 -4.063 0.01 0.07 0.00
C -0.018 4.847 -4.809 0.03 -0.01 0.00
C -1.244 5.237 -4.296 -0.01 -0.02 0.05
C -1.626 4.780 -3.040 0.03 0.05 -0.03
C -0.810 3.940 -2.290 -0.03 0.07 0.02
P -1.401 3.242 -0.671 0.43 -0.74 0.07
C -1.976 4.816 0.138 -0.09 -0.01 -0.01
C -3.036 2.609 -1.237 -0.13 0.06 -0.02
H 2.770 4.391 -1.265 -0.02 0.01 0.00
H 3.167 2.991 -0.232 -0.01 -0.02 -0.03
H 1.680 3.884 0.065 -0.03 0.03 -0.02
H 3.350 2.866 -3.343 0.08 -0.03 0.03
H 2.488 1.364 -3.794 -0.04 0.04 0.01
H 3.536 1.371 -2.373 0.01 0.06 0.02
H 1.766 3.726 -4.482 0.03 -0.01 -0.01
H 0.295 5.180 -5.792 0.00 0.00 0.00
H -1.905 5.878 -4.869 0.00 0.00 0.00
H -2.593 5.072 -2.647 -0.01 0.01 -0.02
H -2.630 5.428 -0.492 0.00 0.01 0.02
H -1.114 5.411 0.443 0.03 -0.01 -0.02
H -2.525 4.536 1.040 0.01 0.01 -0.01
H -3.714 3.398 -1.578 0.03 0.00 -0.04
H -3.513 2.058 -0.427 0.04 0.02 0.02
H -2.853 1.903 -2.047 0.03 -0.01 0.00
O 2.426 0.838 1.499 -0.21 -0.06 0.17
S 3.859 0.736 1.310 0.12 0.15 -0.21
O 4.615 1.698 2.106 0.00 -0.01 0.03
O 4.295 0.676 -0.074 0.07 -0.04 0.01
C 4.351 -0.862 2.040 0.18 0.20 0.28
C 4.960 -0.764 3.297 -0.01 -0.06 -0.08
C 5.450 -1.872 3.965 -0.01 -0.05 -0.08
C 5.357 -3.128 3.375 -0.03 0.10 -0.01
C 4.740 -3.244 2.144 0.01 -0.02 0.06
C 4.225 -2.128 1.483 -0.03 -0.36 0.01
S 3.369 -2.530 -0.034 0.22 0.28 -0.11
O 2.604 -3.777 0.312 -0.25 -0.25 -0.03
O 4.376 -2.737 -1.040 -0.02 -0.18 0.07
O 2.369 -1.513 -0.258 -0.03 0.44 -0.32
H 5.052 0.225 3.721 0.01 0.04 0.02
H 5.912 -1.754 4.938 0.00 0.00 0.00
H 5.745 -4.011 3.869 0.00 0.02 0.02
H 4.618 -4.219 1.691 -0.01 0.02 -0.04
C -3.664 -3.530 -0.193 -0.08 0.05 -0.13
Si -3.089 -1.894 -0.960 0.05 0.17 0.00
C -2.710 -2.213 -2.794 -0.17 -0.05 0.06
C -4.655 -0.812 -0.984 0.01 -0.24 -0.12
As -1.205 -1.004 0.053 0.19 -0.16 0.44
Si 0.618 -3.028 0.353 -0.24 -0.11 0.14
C -0.231 -4.660 0.902 0.14 0.05 0.02
C 0.984 -2.322 2.065 0.00 -0.08 -0.05
C 0.530 -3.240 -1.522 0.04 0.00 0.05
Si -2.038 -0.440 2.180 -0.02 -0.01 -0.25
C -2.888 -1.871 3.110 0.05 0.13 0.06
C -3.346 0.939 2.156 0.06 -0.04 0.15
C -0.661 0.274 3.255 -0.16 -0.03 0.09
H -4.346 -4.027 -0.894 -0.01 -0.02 0.05
H -4.205 -3.362 0.741 0.04 0.03 0.00
H -2.833 -4.205 0.017 0.03 0.04 -0.03
H -3.616 -2.028 -3.382 0.04 -0.03 -0.03
H -2.397 -3.243 -2.976 0.01 0.00 0.02
H -1.920 -1.557 -3.161 0.00 0.05 0.05
H -5.462 -1.452 -1.364 -0.03 0.09 0.00
H -4.552 0.036 -1.663 0.06 0.03 0.01
H -4.960 -0.433 -0.009 0.05 -0.05 0.04
H -0.982 -4.499 1.680 -0.02 0.05 -0.03
H 0.555 -5.285 1.341 -0.01 -0.02 -0.01
H -0.689 -5.222 0.086 0.01 0.01 -0.02
H 0.062 -2.422 2.643 0.01 0.03 0.01
H 1.308 -1.284 2.061 0.01 0.05 -0.04
H 1.749 -2.941 2.544 0.00 0.02 0.02
H -0.509 -3.483 -1.754 0.00 -0.02 -0.04
H 1.156 -4.097 -1.788 0.01 0.04 -0.06
H 0.833 -2.367 -2.097 0.02 0.05 0.06
H -3.923 -1.988 2.776 0.02 0.01 -0.02
H -2.904 -1.646 4.182 -0.04 -0.03 0.00
H -2.382 -2.828 2.970 0.05 0.02 -0.02
H -4.256 0.693 1.608 0.04 -0.01 -0.03
H -2.921 1.858 1.746 0.03 -0.03 -0.03
H -3.626 1.143 3.197 -0.02 0.01 -0.02
H -0.162 -0.489 3.852 -0.01 -0.01 0.01
H -1.116 1.000 3.939 0.06 0.01 0.00
H 0.109 0.779 2.669 -0.01 0.02 -0.08
```
Positions in Å, forces in eV/Å.

Values from the calculation:
Net charge: -2
HOMO-LUMO gap, eV: 5.20
Strongest force on any atom, eV Å⁻¹: 0.862
Highest occupied orbital energy, eV: -0.81
Relative energy (zero: lowest compared OMol25 entry of this formula, charge and spin), kcal per mole: 16.6

Here are the Löwdin charges for atoms 1 to 4, given in e: -0.092 -0.263 0.778 -0.286

***

- The highest relative energy (zero: lowest compared OMol25 entry of this formula, charge and spin) belongs to which entry?
  C25H47AsO6P2PdS2Si3